1.
The following is a quantum chemistry calculation of a single C10H6O3 molecule in a non-equilibrium geometry, from OMol25.

Output
Gap between HOMO and LUMO in eV: 9.377
SMILES string: O=Cc1coc2ccccc2c1=O
Energy in hartree: -610.27411

Each line ends with the natural charge from an NBO analysis.
Positions of all 19 atoms, in Å:
C  -0.1955  -1.2189  -3.2666  0.393
C  -0.3217  -0.5747  -2.0467  -0.371
C  -1.5284  -0.2610  -1.4905  0.287
C  -0.6682  0.3675  0.6436  0.333
C  -1.0452  0.8564  1.8603  -0.261
C  -0.0593  0.9887  2.7877  -0.157
C  1.2590  0.7589  2.5130  -0.237
C  1.5326  0.2141  1.2624  -0.056
C  0.5097  -0.0076  0.2483  -0.242
C  0.8993  -0.4511  -1.0495  0.570
H  0.7582  -1.0217  -4.0989  0.147
H  -2.5279  -0.5082  -1.8862  0.219
H  -2.0991  0.9972  1.8857  0.245
H  -0.2726  1.4552  3.7837  0.222
H  2.1683  0.8958  3.1923  0.236
H  2.4085  0.0744  1.1082  0.180
O  -1.0546  -1.9956  -3.7649  -0.537
O  -1.7397  0.2135  -0.2544  -0.443
O  1.9764  -0.7828  -1.4275  -0.529

***

2.
The following is a quantum chemistry calculation of a 31-piece molecular cluster, C10H76NO35S2 overall in a non-equilibrium geometry, from OMol25.

Output
Gap between HOMO and LUMO in eV: 7.165
Energy in hartree: -3910.93470
Total charge: -1

Each line ends with the Löwdin charge.
Positions of all 124 atoms, in Å:
C  2.4946  0.6931  -3.9127  -0.096
C  0.9258  1.2544  -3.8490  -0.245
N  0.1765  0.2930  -2.9545  -0.200
C  -1.2622  0.0919  -3.3731  -0.260
C  -2.2991  1.2697  -2.8994  -0.116
C  0.3281  0.6097  -1.4839  -0.868
S  -0.5567  -0.3069  -0.3067  0.656
S  1.4689  1.9375  -0.7589  0.763
C  2.9009  1.0616  0.1356  -0.425
C  2.3616  0.5644  1.6024  -0.209
C  3.5801  0.3561  2.7232  -0.181
O  3.1800  -0.5345  3.8441  -0.051
C  3.3055  -1.9528  3.4742  -0.255
O  3.9186  -2.4451  2.3947  0.023
O  2.6941  -2.9408  4.4155  -0.008
C  1.4369  -3.3298  3.7398  -0.412
O  0.2324  -2.7462  3.9752  -0.109
O  1.4191  -4.4200  2.7237  -0.219
H  2.8509  0.2767  -2.8532  0.065
H  2.4939  -0.2652  -4.6244  0.089
H  3.2516  1.4824  -4.3310  0.051
H  0.5399  1.1939  -4.9766  0.132
H  0.8486  2.3822  -3.5464  0.105
H  -1.2865  0.0777  -4.5638  0.094
H  -1.7066  -0.9536  -3.0381  0.107
H  -3.3806  0.9268  -3.2626  0.092
H  -2.3810  1.4174  -1.7396  0.034
H  -2.0827  2.3266  -3.3667  0.087
H  3.1880  0.1475  -0.5752  0.053
H  3.8780  1.7448  0.1869  0.111
H  1.7811  -0.4648  1.5891  0.107
H  1.6358  1.4127  2.0176  0.082
H  3.7249  1.4318  3.2176  0.138
H  4.6069  0.0684  2.2389  0.117
O  -2.4445  -3.5554  -0.1149  -0.078
H  -1.8960  -2.7566  -0.1088  -0.021
H  -2.0730  -4.1000  0.5953  0.037
O  3.6229  -1.6620  -1.1305  -0.080
H  4.0938  -2.3667  -1.6002  0.032
H  3.6572  -1.9362  -0.2017  0.045
O  0.0883  2.2177  3.3132  -0.057
H  0.3483  1.7074  4.0948  0.056
H  -0.8260  1.9427  3.1475  0.067
O  -3.3285  3.4518  -0.7907  -0.057
H  -2.6716  4.1610  -0.7228  0.018
H  -3.9833  3.6735  -0.1117  0.032
O  -0.9905  4.1820  5.6291  -0.061
H  -0.5196  3.4773  5.1594  0.012
H  -0.9562  3.9078  6.5579  0.054
O  -5.1685  5.7578  -2.2798  -0.083
H  -6.0718  5.4367  -2.1383  0.004
H  -4.6282  5.1996  -1.7005  -0.008
O  -1.7451  6.1492  -0.5442  -0.054
H  -1.7683  7.1057  -0.6983  0.039
H  -0.9964  6.0273  0.0587  0.052
O  -2.6399  -1.6825  1.9392  -0.106
H  -3.5432  -2.0035  2.0807  0.035
H  -2.0996  -2.2406  2.5184  0.014
O  5.5793  -2.4346  -3.4067  -0.055
H  5.3846  -2.4684  -4.3554  0.048
H  6.5446  -2.3595  -3.3683  0.035
O  -3.2639  -4.1396  3.6377  -0.048
H  -2.3846  -4.5462  3.6598  0.056
H  -3.8222  -4.8117  3.2187  0.057
O  -3.3146  -3.1524  -3.1242  -0.067
H  -2.8437  -3.8572  -3.5939  0.043
H  -3.2803  -3.4267  -2.1954  0.016
O  2.6552  -6.6811  0.9749  -0.065
H  2.6762  -6.6361  0.0071  0.043
H  2.3134  -5.8147  1.2422  0.007
O  -0.3298  -6.9383  0.6278  -0.081
H  0.3494  -7.6132  0.7769  0.024
H  0.0789  -6.1201  0.9478  0.010
O  1.4493  -2.8323  -2.7714  -0.083
H  1.8099  -2.8583  -1.8723  0.013
H  1.2077  -1.9028  -2.8999  -0.004
O  -4.5195  -4.7700  6.5119  -0.086
H  -3.9494  -4.1932  5.9815  0.013
H  -3.9224  -5.4663  6.8242  0.016
O  -6.8342  4.3293  -0.5018  -0.066
H  -6.3775  4.1301  0.3293  0.051
H  -7.5709  4.8987  -0.2334  0.052
O  -2.0624  4.7090  2.9110  -0.067
H  -1.6057  4.5098  3.7421  -0.017
H  -2.7991  5.2784  3.1794  0.039
O  0.0230  7.9361  -2.1060  -0.056
H  0.9024  7.5295  -2.0840  0.061
H  -0.5353  7.2640  -2.5251  0.059
O  7.7084  -4.4155  -4.4031  -0.071
H  6.8051  -4.7366  -4.2616  0.037
H  8.2487  -4.9737  -3.8239  0.044
O  -1.2433  -1.9741  -5.3823  -0.066
H  -2.0217  -2.1557  -4.8344  0.015
H  -1.3971  -2.4922  -6.1866  0.056
O  -9.3002  3.4171  0.3189  -0.067
H  -8.8293  2.7124  -0.1509  0.038
H  -9.2659  3.1428  1.2476  0.049
O  5.0073  2.8779  -4.4494  -0.071
H  5.5774  3.4546  -4.9799  0.038
H  5.6045  2.1815  -4.1372  0.043
O  4.3574  -9.2468  0.0678  -0.068
H  4.3784  -9.2018  -0.9000  0.032
H  4.0156  -8.3804  0.3351  0.001
O  6.3223  1.1291  3.2574  -0.070
H  6.2474  0.5816  4.0535  0.051
H  7.1016  1.6802  3.4248  0.043
O  2.1966  -4.1445  7.2456  -0.071
H  3.1030  -4.4341  7.0623  0.036
H  1.9703  -3.5883  6.4851  0.009
O  -2.8097  0.3719  -7.0455  -0.071
H  -3.7130  0.0508  -6.9040  0.039
H  -2.2694  -0.1863  -6.4663  -0.011
O  3.1883  4.7156  -0.2556  -0.087
H  3.8452  5.4248  -0.1877  0.035
H  2.5335  4.9373  0.4234  0.034
O  -6.0070  1.4238  0.0027  -0.065
H  -5.1006  1.1342  -0.1806  0.041
H  -6.2333  1.9801  -0.7578  0.021
O  -1.3185  10.4042  -3.0981  -0.076
H  -0.7484  10.9810  -3.6286  0.033
H  -0.7213  9.7079  -2.7859  -0.014
O  -2.1736  -5.2089  8.5997  -0.063
H  -1.5167  -4.4997  8.6676  0.046
H  -2.8284  -4.9872  9.2787  0.041

***

3.
The following is a quantum chemistry calculation of a single C10H7BrFNO2 molecule in a non-equilibrium geometry, from OMol25.

Output
Gap between HOMO and LUMO (alpha / beta) in eV: 6.783 / 6.765
Energy in hartree: -3264.22403

Each line ends with the natural charge from an NBO analysis.
Positions of all 22 atoms, in Å:
C  -1.8695  -1.7805  0.0548  -0.181
C  -0.7995  -2.6088  0.2845  -0.168
C  -1.6405  -0.3860  -0.0855  -0.242
C  0.5178  -2.1597  0.4071  -0.189
C  -0.2797  0.0469  0.0276  -0.167
C  0.7988  -0.8973  0.0457  -0.076
C  0.3461  1.3414  -0.1712  0.667
C  2.0398  -0.1355  -0.0236  0.664
C  -3.0061  0.4075  0.4247  0.269
C  2.6284  2.1993  -0.0554  -0.445
N  1.6821  1.1551  -0.0709  -0.456
O  -0.2315  2.3850  -0.4861  -0.577
O  3.1757  -0.4865  -0.0648  -0.541
F  -2.9154  1.6872  0.4016  -0.289
Br  -4.7101  -0.1813  -0.2289  0.043
H  -2.8203  -2.2251  -0.1979  0.233
H  -0.8839  -3.5989  0.4921  0.214
H  -2.2100  0.2676  -0.9141  0.340
H  1.3155  -2.7765  0.5635  0.220
H  3.4927  2.2801  0.5916  0.235
H  3.2033  2.2512  -1.0361  0.208
H  2.1661  3.2148  0.0411  0.241

***

4.
The following is a quantum chemistry calculation of a single C10H7F3O2 molecule in a non-equilibrium geometry, from OMol25.

Output
Gap between HOMO and LUMO in eV: 8.971
SMILES string: O=C1C=CC(=O)C(CCC(F)=C(F)F)=C1
Energy in hartree: -835.24303

Each line ends with the natural charge from an NBO analysis.
Positions of all 22 atoms, in Å:
O  -0.7312  -0.8866  3.3181  -0.485
C  -1.1743  -0.4194  2.3186  0.527
C  -2.6891  -0.3883  2.0182  -0.248
C  -3.0393  -0.7075  0.7799  -0.261
C  -1.9038  -1.0547  -0.2019  0.530
O  -1.9524  -1.9638  -0.9666  -0.495
C  -0.6669  -0.1417  -0.0648  -0.043
C  0.0470  0.3784  -1.3173  -0.430
C  1.4348  -0.2882  -1.5805  -0.454
C  2.5060  0.1882  -0.5990  0.229
F  2.9232  -0.6136  0.3977  -0.304
C  3.0555  1.3744  -0.7290  0.647
F  4.0974  1.7451  -0.0024  -0.293
F  2.6121  2.2913  -1.5684  -0.298
C  -0.3123  0.1590  1.1809  -0.269
H  -3.4308  -0.0959  2.7736  0.236
H  -4.0821  -0.6913  0.4364  0.235
H  0.2205  1.4647  -1.1927  0.230
H  -0.6127  0.1832  -2.1861  0.231
H  1.3802  -1.3883  -1.6359  0.247
H  1.7608  0.0581  -2.5834  0.233
H  0.5574  0.7968  1.4046  0.235

***

5.
The following is a quantum chemistry calculation of C10H7FeNO4 as an isolated structure in a non-equilibrium geometry, from OMol25.

Output
Gap between HOMO and LUMO (alpha / beta) in eV: 8.656 / 6.581
<S²>: 6.058
Energy in hartree: -2003.90080
Multiplicity: 5
Total charge: +2

Each line ends with the natural charge from an NBO analysis.
Positions of all 23 atoms, in Å:
Fe  0.0449  0.2109  -2.2911  0.342
O  0.0687  2.9093  -3.6033  -0.305
C  0.0648  1.8642  -3.1017  0.489
C  1.3295  -0.9638  -1.9016  0.488
O  2.3762  -1.3829  -1.5959  -0.318
C  -1.2741  -0.9310  -1.9061  0.493
O  -2.3058  -1.3313  -1.5648  -0.316
C  0.0499  -0.4275  -3.8324  0.448
O  0.0447  -1.2718  -4.6285  -0.359
N  0.0611  1.5163  -0.0653  -0.750
C  0.0108  0.5796  0.9802  0.296
C  1.2074  0.0593  1.4706  -0.226
C  1.1362  -0.6960  2.6542  -0.141
C  -0.1001  -1.0035  3.2451  0.009
C  -1.2833  -0.5560  2.6348  -0.144
C  -1.2444  0.1910  1.4454  -0.221
H  0.9399  2.0223  -0.0498  0.434
H  -0.7831  2.0807  -0.0774  0.433
H  2.1696  0.2556  0.9674  0.263
H  2.0430  -1.1123  3.0969  0.274
H  -0.1478  -1.6393  4.1505  0.275
H  -2.2427  -0.8563  3.0602  0.274
H  -2.1657  0.4826  0.9125  0.262

***

6.
The following is a quantum chemistry calculation of C10H7GdNO12P2S as an isolated structure in a non-equilibrium geometry, from OMol25.

Output
Gap between HOMO and LUMO (alpha / beta) in eV: 5.545 / 4.125
<S²>: 15.847
Energy in hartree: -3189.76867
Multiplicity: 8
Total charge: -1

Each line ends with the Löwdin spin population.
Positions of all 34 atoms, in Å:
Gd  0.4349  0.5383  0.8744  5.162
O  4.7474  -0.5067  1.1459  0.000
P  3.2666  -0.5038  0.5477  0.003
O  3.3064  -0.7341  -0.9205  0.002
O  2.5313  0.6981  1.0644  0.008
O  2.6635  -1.8423  1.3082  0.001
P  1.0469  -1.9830  1.3032  0.003
O  0.8340  -3.5425  1.5229  0.000
O  0.4685  -1.1599  2.4162  -0.007
O  0.5583  -1.5384  -0.0436  -0.001
H  5.3423  -0.9541  0.5280  0.000
H  0.8467  -3.7524  2.4689  0.000
O  -4.4048  3.7668  2.8931  0.001
C  -3.4866  3.0641  2.5578  0.000
C  -3.4945  2.0523  1.4313  -0.001
O  -4.4598  1.7227  0.7742  0.000
C  -2.1140  1.5929  1.3081  0.001
C  -1.2874  2.2226  2.2680  0.001
O  -0.0069  2.0528  2.3128  -0.033
C  -2.1004  3.0496  3.1683  -0.001
O  -1.7604  3.6159  4.1832  0.002
O  -1.6477  0.7499  0.4385  -0.031
S  0.7439  1.8999  -1.4825  0.552
C  0.2231  0.4298  -2.1916  0.277
N  1.1552  -0.4761  -2.5718  0.267
C  0.8559  -1.6206  -3.2078  0.148
C  -0.4344  -1.9282  -3.5206  0.189
C  -1.4457  -1.0438  -3.1099  0.259
C  -1.1268  0.1210  -2.4648  0.165
H  2.0852  -0.3922  -2.1124  0.005
H  1.6916  -2.2656  -3.4380  0.007
H  -0.6739  -2.8401  -4.0469  0.006
H  -2.4807  -1.3031  -3.2926  0.015
H  -1.8778  0.8102  -2.1121  0.000